Molecular formula: C3H6O
Method: DFT, ωB97M-V/def2-TZVPD

The geometry in ORCA input format:
```
! wB97M-V def2-TZVPD RIJCOSX def2/J DEFGRID3
* xyz 0 1
C -1.45 -1.64 -0.13
C -0.56 -0.72 0.25
H -1.76 -2.39 0.60
H -1.56 -1.86 -1.19
H -0.02 -0.12 -0.46
H -0.46 -0.36 1.26
O 0.54 2.03 -0.83
C 1.41 1.76 -0.06
H 1.51 0.92 0.65
H 2.34 2.37 -0.09
*
```

The highest occupied orbital energy comes out at -9.9 eV. The electronic energy comes out at -5253.508 eV. The energy relative to the best compared isomer or geometry (same formula, charge and spin) comes out at 2.186 eV. The value obtained for the LUMO energy is 0.73 eV. The value obtained for the frontier orbital gap is 10.6 eV. The SMILES is C=C.C=O.

Löwdin atomic charge list, values in e, 5 entries: C -0.07; C -0.09; H 0.05; H 0.05; H 0.01


Molecular formula: C16H45K2N2O18S3
Method: DFT, ωB97M-V/def2-TZVPD

The geometry in ORCA input format:
```
! wB97M-V def2-TZVPD RIJCOSX def2/J DEFGRID3
* xyz 1 1
K 3.13 -0.54 3.25
K -0.56 -0.03 5.81
C -0.95 -0.51 0.91
C -0.67 -0.21 2.37
O 0.48 0.25 2.66
O -1.55 -0.49 3.22
H -0.25 0.03 0.29
H -1.97 -0.21 0.66
H -0.84 -1.57 0.72
C -0.78 3.25 4.13
O 0.28 2.35 4.45
H -0.82 4.03 4.89
H -0.61 3.73 3.17
H -1.75 2.74 4.12
H 0.38 1.72 3.70
C 3.28 0.58 0.27
O 3.99 1.24 1.33
H 3.63 0.84 -0.74
H 3.41 -0.50 0.33
H 2.23 0.88 0.30
H 4.44 2.03 1.02
C -4.72 -1.55 2.56
O -3.95 -1.71 3.74
H -5.56 -2.24 2.56
H -5.13 -0.54 2.47
H -4.14 -1.77 1.65
H -3.07 -1.37 3.51
O 5.05 -4.57 0.93
S 3.82 -4.26 1.56
O 3.38 -2.89 1.58
O 2.74 -5.16 0.90
C 1.32 -4.78 0.97
C 0.93 -3.88 -0.15
C 3.87 -4.91 3.19
H 1.15 -4.29 1.93
H 0.79 -5.73 0.91
H 1.34 -2.88 -0.01
H -0.16 -3.76 -0.14
H 1.25 -4.23 -1.12
H 2.86 -4.93 3.61
H 4.54 -4.28 3.77
H 4.24 -5.92 3.09
O 0.84 4.35 -3.23
S 0.91 4.73 -1.86
O -0.01 5.66 -1.30
O 0.82 3.36 -1.07
C 0.27 3.37 0.26
C -1.25 3.47 0.29
C 2.55 5.26 -1.48
H 0.71 4.18 0.86
H 0.58 2.43 0.72
H -1.61 3.05 1.23
H -1.70 2.83 -0.47
H -1.59 4.49 0.21
H 2.78 5.04 -0.45
H 2.62 6.31 -1.74
H 3.23 4.69 -2.11
O 0.20 -0.43 -4.73
S 0.37 -0.21 -3.35
O 0.20 -1.26 -2.40
O 1.83 0.33 -3.09
C 2.40 1.15 -4.15
C 3.62 1.81 -3.60
C -0.59 1.15 -2.83
H 1.68 1.87 -4.54
H 2.64 0.49 -4.99
H 3.34 2.52 -2.82
H 4.07 2.41 -4.40
H 4.35 1.11 -3.21
H -0.59 1.14 -1.75
H -1.59 0.96 -3.22
H -0.19 2.04 -3.32
C -4.52 1.00 -3.10
N -4.28 0.49 -1.71
O -4.81 -0.56 -1.40
O -3.58 1.17 -0.99
H -3.82 0.51 -3.76
H -4.40 2.07 -3.08
H -5.53 0.71 -3.38
C -3.03 -3.63 -0.82
N -4.29 -4.34 -0.46
O -4.19 -5.55 -0.27
O -5.30 -3.70 -0.30
H -2.52 -3.48 0.13
H -3.20 -2.67 -1.28
H -2.44 -4.29 -1.45
*
```

The highest occupied orbital energy comes out at -11.4 eV. The electronic energy comes out at -122303.023 eV. The energy relative to the best compared isomer or geometry (same formula, charge and spin) comes out at 0.000 eV. The value obtained for the LUMO energy is -3.64 eV. The value obtained for the frontier orbital gap is 7.7 eV.

Löwdin atomic charge list, values in e, 5 entries: K 0.91; K 0.94; C 0.03; C -0.68; O -0.17


Molecular formula: C7H14
Method: DFT, ωB97M-V/def2-TZVPD

The geometry in ORCA input format:
```
! wB97M-V def2-TZVPD RIJCOSX def2/J DEFGRID3
* xyz 0 1
C 1.70 -1.38 0.99
C 1.13 -1.06 -0.37
C -0.03 -0.44 -0.53
C 1.01 2.55 -0.56
C -1.14 -0.02 -1.38
C -1.25 -0.01 0.15
C -2.03 -1.07 0.89
H 2.79 -1.27 1.01
H 1.27 -0.73 1.75
H 1.47 -2.42 1.26
H 1.23 1.50 -0.36
H 1.71 -1.35 -1.25
H 1.11 2.74 -1.63
H 1.71 3.18 0.00
H -0.01 2.78 -0.24
H -1.09 0.95 -1.87
H -1.67 -0.78 -1.95
H -1.28 0.99 0.59
H -1.68 -1.13 1.93
H -1.83 -2.05 0.43
H -3.11 -0.89 0.89
*
```

The highest occupied orbital energy comes out at -9.1 eV. The electronic energy comes out at -7484.188 eV. The energy relative to the best compared isomer or geometry (same formula, charge and spin) comes out at 2.106 eV. The value obtained for the LUMO energy is 1.07 eV. The value obtained for the frontier orbital gap is 10.1 eV. The SMILES is C/C=C1/C[C@H]1C.C.

Löwdin atomic charge list, values in e, 5 entries: C -0.09; C -0.12; C -0.29; C -0.04; C -0.05


Molecular formula: C4H15N2O2
Method: DFT, ωB97M-V/def2-TZVPD

The geometry in ORCA input format:
```
! wB97M-V def2-TZVPD RIJCOSX def2/J DEFGRID3
* xyz 1 1
N 1.38 -1.01 -2.10
C 2.11 -1.49 -0.89
C 1.31 -0.92 0.41
N -0.14 -1.06 0.26
C -0.86 0.20 0.59
C -1.96 0.53 -0.44
O -1.43 0.29 -1.77
H 2.02 -0.51 -2.73
H 0.55 -0.44 -1.89
H 1.08 -1.75 -2.74
H 2.26 -2.56 -0.90
H 3.11 -1.04 -0.96
H 1.80 -1.52 1.17
H 1.64 0.10 0.50
H -0.47 -1.81 0.86
H -1.08 0.36 1.65
H -0.16 1.04 0.47
H -2.24 1.58 -0.49
H -2.86 -0.08 -0.35
H -2.16 -0.04 -2.27
H -0.57 3.39 3.96
H -1.96 3.47 4.22
O -1.39 3.27 3.46
*
```

The highest occupied orbital energy comes out at -13.3 eV. The electronic energy comes out at -11459.297 eV. The energy relative to the best compared isomer or geometry (same formula, charge and spin) comes out at 1.960 eV. The value obtained for the LUMO energy is -3.10 eV. The value obtained for the frontier orbital gap is 10.2 eV.

Löwdin atomic charge list, values in e, 5 entries: N 0.18; C -0.10; C -0.17; N -0.06; C -0.17


Molecular formula: C2H8N2O2
Method: DFT, ωB97M-V/def2-TZVPD

The geometry in ORCA input format:
```
! wB97M-V def2-TZVPD RIJCOSX def2/J DEFGRID3
* xyz 0 1
C 0.30 -0.79 -0.04
C -0.35 1.67 0.12
N -0.42 0.32 0.64
N -0.51 -0.94 -1.20
O 0.22 -1.91 0.81
O 1.62 -0.53 -0.35
H 0.83 -1.77 1.55
H 1.99 0.35 -0.31
H -1.17 0.05 1.26
H -0.09 -1.62 -1.82
H -1.44 -0.90 -0.57
H -0.16 2.36 0.94
H -1.27 1.91 -0.42
H 0.45 1.79 -0.61
*
```

The highest occupied orbital energy comes out at -8.8 eV. The electronic energy comes out at -9277.634 eV. The energy relative to the best compared isomer or geometry (same formula, charge and spin) comes out at 2.277 eV. The value obtained for the LUMO energy is 0.74 eV. The value obtained for the frontier orbital gap is 9.5 eV. The SMILES is CNC(N)(O)O.

Löwdin atomic charge list, values in e, 5 entries: C -0.77; C -0.11; N -0.08; N 0.10; O 0.03


Molecular formula: C17H17BrEuO3S
Method: DFT, ωB97M-V/def2-TZVPD

The geometry in ORCA input format:
```
! wB97M-V def2-TZVPD RIJCOSX def2/J DEFGRID3
* xyz -2 8
C 0.57 2.17 0.40
C -0.67 2.28 1.13
C -0.68 1.25 2.12
H -1.41 3.08 1.00
C 0.55 0.51 2.01
C 1.33 1.09 0.98
H 2.35 0.79 0.69
H 0.84 2.77 -0.48
H -1.43 1.09 2.90
H 0.86 -0.31 2.67
Eu 0.01 0.23 -1.37
Br -1.64 1.78 -3.08
C 1.96 -0.96 -2.84
C 2.79 -0.46 -1.78
C 2.71 0.96 -1.79
H 3.45 -1.05 -1.13
C 1.81 1.36 -2.82
C 1.40 0.16 -3.52
H 0.74 0.14 -4.38
H 1.87 -2.01 -3.13
H 3.31 1.63 -1.16
H 1.44 2.37 -3.02
C -5.04 -2.98 4.83
C -4.28 -2.69 3.56
C -4.93 -2.12 2.46
C -4.25 -1.79 1.29
C -2.88 -2.05 1.18
C -2.25 -2.74 2.21
C -2.94 -3.05 3.38
S -2.08 -1.87 -0.43
O -2.74 -2.85 -1.25
O -2.29 -0.44 -0.80
O -0.60 -2.00 -0.24
H -5.43 -2.04 5.22
H -5.89 -3.65 4.65
H -4.38 -3.43 5.58
H -6.01 -1.95 2.54
H -4.77 -1.34 0.46
H -1.22 -3.03 2.07
H -2.43 -3.63 4.15
*
```

The highest occupied orbital energy (alpha / beta) comes out at 0.1 / -1.0 eV. The expectation value of S² is 15.760. The electronic energy comes out at -124256.645 eV. The energy relative to the best compared isomer or geometry (same formula, charge and spin) comes out at 0.000 eV. The value obtained for the LUMO energy (alpha / beta) is 4.28 / 4.28 eV. The value obtained for the frontier orbital gap (alpha / beta) is 4.2 / 5.3 eV.

Löwdin atomic charge list, values in e, 5 entries: C -0.31; C -0.20; C -0.20; H 0.07; C -0.20